Formula: C5H8O
Source: the OMol25 dataset
Level of theory: ωB97M-V/def2-TZVPD

total charge: 0
structure (SMILES): C=C=CCOC
Kohn-Sham gap: 10.26 eV
relative energy (zero: lowest compared OMol25 entry of this formula, charge and spin): 406.6 kJ/mol
largest force on an atom: 0.83 eV/Å
LUMO: 0.90 eV
molecular weight: 84.12 g/mol
HOMO: -9.356 eV

Each atom is followed by the atoms it is bonded to, with distances in Å.
Positions of all 14 atoms, in Å:
1 C -2.12 0.93 -0.66  O2 1.416, H7 1.092, H8 1.105, H9 1.096
2 O -1.23 1.14 0.42  C1 1.416, C3 1.401
3 C -0.05 0.38 0.40  O2 1.401, C6 1.676, H10 1.087, H11 1.083
4 C 1.73 -1.80 0.37  C5 1.314, H12 1.089, H13 1.089
5 C 2.01 -0.52 0.20  C4 1.314, C6 1.307
6 C 1.57 0.71 0.15  C3 1.676, C5 1.307, H14 1.096
7 H -1.85 1.57 -1.50  C1 1.092
8 H -2.14 -0.12 -1.02  C1 1.105
9 H -3.13 1.18 -0.32  C1 1.096
10 H 0.03 -0.04 1.40  C3 1.087
11 H -0.16 -0.36 -0.38  C3 1.083
12 H 1.64 -2.21 1.38  C4 1.089
13 H 1.50 -2.45 -0.47  C4 1.089
14 H 2.20 1.60 0.04  C6 1.096